Entry 1:
{"formula": "C80H80N16", "method": "the ωB97M-V functional and the def2-TZVPD basis", "homo_energy_ev": -9.0, "e_above_lowest_kcal_mol": 64.2, "lumo_ev": 0.463, "gap_ha": 0.347, "elements": ["N", "C", "C", "C", "C", "C", "H", "H", "H", "H", "H", "N", "C", "C", "C", "C", "C", "H", "H", "H", "H", "H", "N", "C", "C", "C", "C", "C", "H", "H", "H", "H", "H", "N", "C", "C", "C", "C", "C", "H", "H", "H", "H", "H", "N", "C", "C", "C", "C", "C", "H", "H", "H", "H", "H", "N", "C", "C", "C", "C", "C", "H", "H", "H", "H", "H", "N", "C", "C", "C", "C", "C", "H", "H", "H", "H", "H", "N", "C", "C", "C", "C", "C", "H", "H", "H", "H", "H", "N", "C", "C", "C", "C", "C", "H", "H", "H", "H", "H", "N", "C", "C", "C", "C", "C", "H", "H", "H", "H", "H", "N", "C", "C", "C", "C", "C", "H", "H", "H", "H", "H", "N", "C", "C", "C", "C", "C", "H", "H", "H", "H", "H", "N", "C", "C", "C", "C", "C", "H", "H", "H", "H", "H", "N", "C", "C", "C", "C", "C", "H", "H", "H", "H", "H", "N", "C", "C", "C", "C", "C", "H", "H", "H", "H", "H", "N", "C", "C", "C", "C", "C", "H", "H", "H", "H", "H"], "positions_angstrom": [[1.65, 0.31, -7.74], [1.56, 1.38, -7.03], [2.19, 1.60, -5.83], [3.03, 0.60, -5.28], [3.08, -0.57, -5.99], [2.35, -0.66, -7.18], [0.81, 2.10, -7.40], [1.98, 2.56, -5.36], [3.58, 0.79, -4.39], [3.61, -1.49, -5.82], [2.58, -1.52, -7.78], [0.50, 4.15, -3.88], [1.39, 3.70, -3.02], [2.78, 4.00, -3.15], [3.21, 4.60, -4.30], [2.26, 5.09, -5.19], [0.95, 4.72, -5.01], [1.02, 3.14, -2.19], [3.46, 3.83, -2.37], [4.22, 4.82, -4.44], [2.66, 5.59, -6.07], [0.28, 5.14, -5.70], [2.74, 4.24, 0.03], [1.59, 4.59, 0.64], [1.30, 4.34, 1.98], [2.25, 3.56, 2.68], [3.37, 3.07, 1.99], [3.62, 3.47, 0.69], [0.90, 5.28, 0.11], [0.36, 4.72, 2.39], [2.05, 3.25, 3.66], [4.05, 2.34, 2.52], [4.43, 3.18, 0.12], [-3.09, -6.01, -1.56], [-3.74, -7.12, -1.29], [-5.10, -7.13, -1.23], [-5.83, -5.92, -1.39], [-5.12, -4.76, -1.49], [-3.75, -4.85, -1.64], [-3.10, -7.92, -0.97], [-5.55, -8.02, -0.97], [-6.91, -6.07, -1.28], [-5.65, -3.81, -1.47], [-3.16, -3.97, -1.81], [3.10, -1.23, 3.36], [3.82, -1.16, 4.47], [3.52, -0.35, 5.55], [2.40, 0.51, 5.48], [1.71, 0.47, 4.25], [2.00, -0.45, 3.28], [4.71, -1.71, 4.49], [4.20, -0.23, 6.33], [2.22, 1.14, 6.33], [0.82, 1.07, 4.01], [1.43, -0.53, 2.35], [-1.09, 0.33, 1.43], [-0.19, 1.30, 1.06], [0.61, 1.19, -0.06], [0.46, 0.04, -0.83], [-0.60, -0.87, -0.56], [-1.36, -0.62, 0.54], [0.02, 2.12, 1.71], [1.37, 1.90, -0.25], [1.15, -0.16, -1.66], [-0.82, -1.71, -1.22], [-2.18, -1.26, 0.87], [4.71, 0.48, -0.84], [4.89, 0.17, 0.42], [5.98, 0.53, 1.22], [7.03, 1.20, 0.59], [6.89, 1.54, -0.78], [5.74, 1.13, -1.42], [4.05, -0.36, 0.87], [5.91, 0.40, 2.26], [7.98, 1.56, 1.10], [7.78, 1.98, -1.37], [5.68, 1.29, -2.53], [-3.86, 0.34, 6.90], [-3.60, 1.66, 6.84], [-4.47, 2.58, 6.35], [-5.60, 2.13, 5.65], [-5.76, 0.75, 5.56], [-4.86, -0.10, 6.23], [-2.60, 1.96, 7.19], [-4.20, 3.64, 6.46], [-6.29, 2.78, 5.12], [-6.53, 0.36, 4.85], [-5.00, -1.19, 6.10], [-1.53, 3.82, 5.08], [-1.84, 3.02, 4.08], [-2.76, 3.34, 3.10], [-3.47, 4.51, 3.21], [-3.16, 5.38, 4.28], [-2.14, 5.02, 5.17], [-1.38, 1.99, 4.07], [-2.95, 2.53, 2.39], [-4.32, 4.68, 2.51], [-3.59, 6.39, 4.35], [-1.79, 5.73, 5.94], [-1.68, -8.77, 3.44], [-1.15, -7.58, 3.69], [-0.06, -7.05, 2.97], [0.35, -7.73, 1.82], [-0.27, -8.98, 1.51], [-1.24, -9.43, 2.38], [-1.43, -7.08, 4.65], [0.33, -6.21, 3.44], [1.17, -7.50, 1.19], [0.14, -9.58, 0.67], [-1.64, -10.42, 2.11], [-0.01, -3.23, 5.43], [-0.79, -2.91, 4.38], [-1.29, -1.64, 4.30], [-1.23, -0.76, 5.38], [-0.45, -1.17, 6.51], [0.16, -2.34, 6.42], [-0.79, -3.67, 3.58], [-1.53, -1.24, 3.27], [-1.45, 0.32, 5.27], [-0.42, -0.56, 7.39], [0.79, -2.54, 7.27], [-2.19, -2.05, -4.10], [-0.97, -1.71, -4.56], [-0.61, -0.41, -4.91], [-1.50, 0.61, -4.54], [-2.72, 0.27, -3.89], [-2.98, -1.06, -3.63], [-0.28, -2.52, -4.87], [0.37, -0.11, -5.32], [-1.25, 1.59, -4.92], [-3.37, 0.97, -3.45], [-3.81, -1.35, -3.05], [-4.22, 2.96, -1.06], [-2.99, 2.52, -1.24], [-2.18, 3.03, -2.25], [-2.64, 4.07, -3.08], [-3.86, 4.61, -2.81], [-4.64, 4.00, -1.82], [-2.62, 1.62, -0.66], [-1.20, 2.57, -2.26], [-2.08, 4.48, -3.96], [-4.31, 5.48, -3.36], [-5.68, 4.35, -1.60], [0.40, -4.21, 1.21], [-0.32, -4.69, 0.28], [-0.08, -4.60, -1.08], [1.15, -4.04, -1.41], [1.99, -3.54, -0.41], [1.54, -3.64, 0.90], [-1.21, -5.19, 0.66], [-0.74, -5.11, -1.75], [1.57, -4.07, -2.40], [2.94, -3.05, -0.61], [2.08, -3.09, 1.67], [6.41, 1.83, -5.48], [6.21, 1.33, -6.68], [6.26, 2.09, -7.87], [6.46, 3.45, -7.71], [6.65, 3.98, -6.48], [6.62, 3.14, -5.39], [6.15, 0.23, -6.70], [6.13, 1.69, -8.84], [6.44, 4.09, -8.54], [6.96, 5.04, -6.27], [6.82, 3.37, -4.35], [-4.92, -1.60, -0.15], [-4.83, -2.34, 0.92], [-4.41, -1.81, 2.13], [-4.11, -0.44, 2.17], [-4.38, 0.38, 1.10], [-4.78, -0.30, -0.07], [-4.98, -3.39, 0.77], [-4.19, -2.45, 2.98], [-3.72, 0.02, 3.08], [-4.22, 1.48, 1.13], [-4.69, 0.25, -1.02]]}

***

Entry 2:
{"formula": "C6H10N5", "method": "the ωB97M-V functional and the def2-TZVPD basis", "charge": 1, "smiles": "N=C=C/C([NH3+])=C\\[C@H](N)N=C=N", "homo_energy_ev": -11.8, "e_above_lowest_kcal_mol": 89.5, "lumo_ev": -3.563, "gap_ha": 0.301, "elements": ["C", "C", "C", "C", "C", "C", "N", "N", "N", "N", "N", "H", "H", "H", "H", "H", "H", "H", "H", "H", "H"], "positions_angstrom": [[2.64, -0.37, -0.51], [-0.71, 1.32, -0.71], [-0.13, -0.94, 0.15], [-0.86, -0.10, -0.58], [0.45, 1.92, -0.41], [0.88, -0.54, 1.15], [3.12, -0.63, -1.58], [2.00, 0.03, 0.43], [1.39, 2.63, -0.54], [0.30, 0.40, 2.01], [-2.11, -0.72, -1.15], [-1.57, 1.88, -1.13], [-0.41, -1.92, 0.01], [1.42, -1.43, 1.61], [1.97, 2.96, 0.17], [3.67, -1.40, -1.88], [-0.46, 0.20, 2.62], [0.97, 0.71, 2.68], [-2.77, -0.06, -1.53], [-2.51, -1.15, -0.33], [-2.04, -1.47, -1.94]]}

***

Entry 3:
{"formula": "C32H45Cl2IN3O9P", "method": "the ωB97M-V functional and the def2-TZVPD basis", "homo_energy_ev": -7.3, "lumo_ev": -2.067, "gap_ha": 0.191, "elements": ["C", "C", "P", "C", "C", "C", "O", "N", "I", "C", "C", "C", "C", "O", "C", "O", "O", "C", "N", "C", "C", "C", "Cl", "N", "C", "C", "C", "C", "C", "C", "C", "C", "C", "O", "C", "C", "C", "Cl", "H", "H", "H", "H", "H", "H", "H", "H", "H", "H", "H", "H", "H", "H", "H", "H", "H", "H", "H", "H", "H", "H", "H", "H", "H", "H", "H", "H", "H", "H", "H", "H", "H", "H", "H", "H", "H", "H", "H", "H", "H", "C", "C", "C", "O", "C", "C", "C", "O", "O", "O", "H", "H", "H", "H"], "positions_angstrom": [[-1.12, 2.51, 3.97], [-2.26, 2.20, 2.83], [-1.83, 2.92, 1.08], [-3.44, 3.40, 0.30], [-4.71, 2.37, 0.64], [-0.61, 1.82, 0.21], [-0.16, 0.92, 1.33], [0.62, 2.59, -0.17], [0.65, 4.14, 1.19], [0.87, 2.91, -1.63], [2.35, 3.62, -1.60], [2.20, 5.38, -1.81], [3.70, 6.18, -2.11], [2.52, 5.92, -3.23], [-0.15, 4.00, -2.31], [-1.22, 4.58, -1.69], [-0.10, 4.47, -3.74], [0.86, 1.40, -2.37], [2.35, 1.00, -2.29], [0.30, 1.33, -3.88], [1.27, 1.55, -5.16], [2.08, 0.17, -5.67], [2.42, 2.98, -5.17], [0.15, 0.35, -1.57], [0.50, -1.05, -1.72], [1.65, -1.72, -0.72], [1.31, -2.38, 0.77], [2.47, -3.09, 1.74], [4.05, -3.20, 1.27], [5.09, -3.94, 2.30], [4.41, -2.57, -0.20], [3.26, -1.88, -1.15], [-1.15, 0.76, -0.96], [-2.05, 1.51, -1.83], [-2.02, -0.36, -0.18], [-3.14, -1.21, -0.98], [-2.96, -1.46, -2.57], [-3.30, -2.89, -0.12], [-1.47, 2.22, 5.07], [-0.71, 3.63, 3.93], [-0.16, 1.84, 3.77], [-2.36, 1.01, 2.76], [-3.30, 2.59, 3.24], [-3.46, 3.50, -0.89], [-3.80, 4.46, 0.71], [-4.37, 1.38, 1.16], [-5.35, 2.13, -0.34], [-5.44, 2.92, 1.41], [0.52, 0.27, 1.01], [1.45, 1.99, 0.10], [3.05, 3.44, -2.51], [2.97, 3.45, -0.63], [1.36, 5.98, -1.09], [4.36, 6.13, -3.06], [4.20, 5.18, -1.68], [2.64, 0.82, -1.31], [2.60, 0.26, -2.96], [-0.12, 0.22, -4.05], [-0.68, 1.97, -4.10], [0.53, 1.75, -6.08], [2.37, 0.26, -6.81], [3.11, 0.15, -5.08], [1.48, -0.80, -5.40], [-0.36, -1.87, -1.73], [0.99, -1.19, -2.81], [0.23, -2.40, 1.21], [2.14, -3.52, 2.80], [5.86, -3.13, 2.66], [4.50, -4.38, 3.23], [5.68, -4.81, 1.76], [5.53, -2.64, -0.61], [3.65, -1.49, -2.21], [-3.01, 1.45, -1.59], [-2.59, 0.17, 0.73], [-1.34, -1.17, 0.37], [-4.19, -0.69, -0.81], [-4.02, -1.49, -3.12], [-2.25, -0.73, -3.14], [-2.50, -2.55, -2.72], [-2.39, -6.31, 4.82], [-2.37, -5.68, 3.64], [-1.57, -4.44, 3.45], [-1.55, -3.89, 2.35], [-0.83, -3.91, 4.61], [-0.86, -4.53, 5.78], [-1.64, -5.79, 5.97], [-1.63, -6.35, 7.06], [-0.17, -4.04, 6.87], [-3.08, -6.16, 2.56], [-2.97, -7.22, 4.98], [-0.27, -2.99, 4.46], [-0.35, -4.67, 7.61], [-2.89, -5.53, 1.83]]}

***

Entry 4:
{"formula": "C10H10O2", "method": "the ωB97M-V functional and the def2-TZVPD basis", "smiles": "OC[C@@]1(O)C=C1c1ccccc1", "homo_energy_ev": -7.5, "e_above_lowest_kcal_mol": 134.6, "lumo_ev": 0.613, "gap_ha": 0.300, "elements": ["C", "C", "C", "C", "C", "C", "C", "C", "C", "C", "O", "O", "H", "H", "H", "H", "H", "H", "H", "H", "H", "H"], "positions_angstrom": [[-2.61, -0.06, -2.34], [-1.47, -0.82, -2.65], [-2.57, 0.86, -1.33], [-0.24, -0.52, -2.01], [-1.33, 1.14, -0.58], [-0.17, 0.42, -0.94], [2.15, 1.01, 0.42], [1.03, 0.54, -0.19], [1.51, 0.25, 1.58], [1.44, -1.26, 1.94], [0.87, 0.94, 2.64], [2.67, -1.69, 2.56], [-3.54, -0.11, -2.79], [-1.63, -1.68, -3.19], [-3.47, 1.17, -0.94], [0.50, -1.27, -2.11], [-1.33, 1.86, 0.19], [2.81, 1.85, 0.30], [1.37, -1.78, 0.98], [0.52, -1.18, 2.58], [0.80, 1.94, 2.42], [2.70, -1.59, 3.50]]}

***

Entry 5:
{"formula": "C9H11N4OS", "method": "the ωB97M-V functional and the def2-TZVPD basis", "charge": 1, "homo_energy_ev": -12.3, "e_above_lowest_kcal_mol": 8.0, "lumo_ev": -5.294, "gap_ha": 0.256, "elements": ["C", "C", "C", "C", "C", "C", "C", "C", "C", "N", "N", "N", "N", "O", "S", "H", "H", "H", "H", "H", "H", "H", "H", "H", "H", "H"], "positions_angstrom": [[-1.96, 0.22, -2.18], [-1.36, 1.39, -1.79], [-1.36, -0.97, -1.85], [-0.16, 1.35, -1.11], [-0.16, -0.97, -1.14], [0.52, 0.22, -0.79], [-1.26, 0.28, 1.98], [2.42, -0.73, 0.53], [-0.73, -1.01, 2.54], [-0.45, 1.26, 1.91], [3.75, -0.64, 0.40], [1.70, 0.28, 0.00], [0.82, 0.91, 2.21], [1.81, -1.59, 1.21], [0.97, -0.49, 2.86], [-2.85, 0.38, -2.72], [-1.88, 2.33, -1.94], [-1.56, -2.00, -2.39], [0.41, 2.22, -0.94], [0.34, -1.88, -0.67], [-2.32, 0.54, 1.65], [-1.26, -1.32, 3.37], [-0.82, -1.72, 1.83], [4.27, -0.13, -0.25], [4.28, -1.31, 0.94], [2.29, 1.08, -0.10]]}